This record from OMol25 describes a structure of composition C6H5I2N2O3P at a distorted geometry. The level of theory is ωB97M-V/def2-TZVPD.

Geometry (Å):
C -0.0160 -0.6181 0.0832
C -1.4406 -0.4064 -0.0874
C 0.4530 0.6851 0.1742
C -1.7450 0.9591 -0.0472
C 0.6378 -1.9844 0.2883
C 0.9615 -2.7164 -0.9342
N -0.6600 1.7092 0.1368
N 1.7861 1.0993 0.3792
O 1.9732 2.2886 0.3367
O 0.9131 -2.3358 1.3644
O 2.5816 0.2404 0.5890
P -0.3063 3.4093 0.2062
I -2.9405 -1.9170 -0.3319
I -3.6798 1.7258 -0.3162
H 1.9016 -3.4018 -0.9378
H 0.9799 -2.1688 -1.8634
H 0.2146 -3.5955 -1.0075
H 0.0667 3.4592 1.5463
H -1.6808 3.5683 0.4214

Properties
spin multiplicity: 1
LUMO level: -0.658 eV
max |F|: 5.436 eV/A

***

This record from OMol25 describes an isolated molecule of C7H5ClF3NO2 at a distorted geometry. The level of theory is ωB97M-V/def2-TZVPD.

Geometry (Å):
O 3.4028 0.3538 -1.7721
N 3.8197 0.5826 -0.6834
O 4.9421 0.4620 -0.2657
C 2.8177 1.1837 0.1585
Cl 3.3075 2.5480 1.2074
C 1.5375 0.6032 0.3040
C 1.0578 -0.5735 -0.3452
C -0.2493 -0.9220 -0.6522
C -1.3193 -0.0222 -0.2873
C -1.4274 1.2368 -0.6954
C -2.6391 1.9841 -0.2924
F -3.5647 2.0188 -1.4083
F -3.3056 1.5902 0.7734
F -2.3241 3.2570 -0.1361
H 0.9297 1.1166 1.1053
H 1.8087 -1.1985 -0.5990
H -0.3243 -1.9483 -1.0625
H -2.0330 -0.4763 0.3577
H -0.7327 1.7092 -1.3651

Properties
spin multiplicity: 1
LUMO level: -1.143 eV
max |F|: 4.499 eV/A

***

This record from OMol25 describes a structure of composition C12H41N3O8P4Si2 at a distorted geometry. The level of theory is ωB97M-V/def2-TZVPD.

Geometry (Å):
N 1.8445 1.4289 1.8990
P 2.8005 -0.0148 1.3669
O 2.7688 -0.1108 -0.3829
Si 1.6915 -1.8360 2.0137
O 0.7565 -2.5001 0.6644
Si -0.8066 -1.7056 0.5120
P -2.4175 -3.0699 1.1477
P -4.1969 -1.9014 1.7904
O -4.0395 -0.3539 1.4721
O -4.2264 -2.0786 3.5562
O -5.6167 -2.6415 1.0877
P 3.2015 -3.4167 2.5030
O 4.3964 -2.8746 3.3883
O 3.7305 -4.0236 0.9194
O 2.2868 -4.7169 3.2241
H 1.9022 1.4884 2.9537
H 0.8379 1.3210 1.6333
H 2.0417 0.5208 -0.6763
H 0.8856 -1.5316 3.1967
H -1.0091 -1.4830 -0.9415
H -0.8578 -0.3796 1.1381
H -2.9295 -3.8673 0.0529
H -4.5968 -1.2393 3.9688
H -5.4130 -3.6331 1.0215
H 2.8907 -4.4796 0.5772
H 2.7835 -5.5866 3.2162
C -6.7747 6.4573 1.4317
C -6.8071 4.9829 1.0382
N -5.5485 4.2694 1.2717
C -5.5190 2.9365 0.6596
C -6.4982 1.8936 1.1889
C -5.0059 4.3386 2.6304
C -5.8809 3.8173 3.7658
H -5.9740 6.9897 0.9080
H -7.7246 6.9326 1.1643
H -6.6384 6.5914 2.5088
H -7.0391 4.9469 -0.0334
H -7.6450 4.5010 1.5563
H -4.5024 2.5292 0.7247
H -5.7009 3.0548 -0.4175
H -6.1783 1.4904 2.1519
H -6.5444 1.0467 0.4927
H -7.5134 2.2845 1.2910
H -4.7523 5.3832 2.8475
H -4.0391 3.8198 2.6648
H -6.9254 4.1265 3.6709
H -5.5130 4.2077 4.7210
H -5.8438 2.7290 3.8351
C 6.2029 -2.6928 -6.0683
C 5.7169 -2.7826 -4.6242
N 6.7327 -2.4413 -3.6245
C 6.3284 -2.7750 -2.2544
C 5.1380 -2.0245 -1.6658
C 7.3817 -1.1374 -3.7781
C 6.4902 0.1000 -3.7588
H 7.0769 -3.3316 -6.2328
H 5.4106 -3.0270 -6.7469
H 6.4597 -1.6679 -6.3517
H 5.3973 -3.8195 -4.4623
H 4.8213 -2.1586 -4.5172
H 7.1873 -2.6542 -1.5825
H 6.1004 -3.8493 -2.2211
H 5.4067 -1.0083 -1.3702
H 4.7941 -2.5359 -0.7580
H 4.2896 -1.9783 -2.3526
H 7.9412 -1.1398 -4.7214
H 8.1586 -1.0231 -3.0110
H 5.5741 -0.0297 -4.3415
H 7.0315 0.9487 -4.1909
H 6.2191 0.3846 -2.7409

Properties
spin multiplicity: 1
LUMO level: -0.666 eV
max |F|: 5.745 eV/A

***

This record from OMol25 describes a structure of composition C27H28IN3NiO2 at a distorted geometry. The level of theory is ωB97M-V/def2-TZVPD.

Geometry (Å):
C -3.6124 -2.8062 -2.1644
C -3.3907 -1.2530 -2.2333
H -4.0532 -3.1568 -3.1276
H -4.3514 -3.0353 -1.3861
H -2.7102 -3.4590 -1.9642
H -2.4638 -0.9335 -2.7532
H -4.2420 -0.8591 -2.8175
H -3.4733 -0.7757 -1.2475
C 1.5166 -2.8148 -1.5981
C 2.8750 -3.1182 -1.6886
C 3.7560 -2.1845 -2.2521
C 3.2589 -0.9430 -2.6254
H 0.7947 -3.5192 -1.1775
H 3.2125 -4.0890 -1.3349
H 4.8083 -2.4200 -2.3985
H 3.8655 -0.1679 -3.0920
N 1.0317 -1.6293 -2.0031
C 1.9015 -0.6690 -2.4333
C 1.2501 0.5777 -2.7297
N -0.1252 0.5027 -2.6542
C -0.8655 1.5929 -2.9653
C 1.1340 2.9036 -3.3253
C -0.2625 2.8272 -3.2219
H -1.9492 1.4439 -2.9570
H -0.8863 3.7174 -3.3123
C 1.8964 1.7566 -3.0998
H 2.9903 1.7282 -3.1773
H 1.6282 3.8428 -3.5695
Ni -0.8246 -1.0352 -1.8299
I -1.5158 -2.3747 0.0519
C -3.5926 -0.1130 1.5452
C -2.4665 0.8181 1.1790
C -2.6038 1.6656 0.0797
C -1.6395 2.6138 -0.2382
C -0.4845 2.7027 0.5190
C -0.2868 1.7995 1.5714
N 0.7828 2.0738 2.4218
C 1.6552 1.1986 3.0551
C 2.0004 1.4226 4.4087
C 2.5923 0.3925 5.1396
C 3.0344 -0.7719 4.4906
C 2.8001 -0.9317 3.1277
C 2.0839 0.0284 2.4115
C 1.6148 -0.3057 1.0032
O 1.1559 -1.4953 0.9657
O 1.7168 0.5361 0.0805
C -1.2491 0.8042 1.8728
C -0.9940 -0.2406 2.9088
H -3.3100 -1.1756 1.3502
H -3.8307 -0.0385 2.6204
H -4.4861 0.1121 0.9381
H -3.5214 1.5997 -0.5061
H -1.7735 3.2842 -1.0869
H 0.2977 3.4275 0.2919
H 0.9225 3.0419 2.6930
H 1.6934 2.3661 4.8913
H 2.6971 0.4878 6.2248
H 3.5627 -1.5561 5.0472
H 3.1828 -1.7984 2.5908
H -0.2999 -0.9964 2.5078
H -0.5365 0.1746 3.8166
H -1.9111 -0.7762 3.1668

Properties
spin multiplicity: 3
LUMO level (alpha / beta): -1.036 / -1.679 eV
max |F|: 2.923 eV/A

***

This record from OMol25 describes a structure of composition C30H47ClP2Rh at a distorted geometry. The level of theory is ωB97M-V/def2-TZVPD.

Geometry (Å):
Rh -1.7632 0.2806 0.0448
C -2.0868 0.8104 2.1920
C -2.7914 1.6278 1.2582
C -3.3958 -0.5619 0.8636
C -2.4486 -0.5312 1.9459
C -3.6354 0.7838 0.4473
C -1.4017 1.3044 3.4396
H -0.9969 2.3150 3.3571
H -0.5978 0.6504 3.8108
H -2.1659 1.3479 4.2356
C -2.2562 -1.6801 2.8851
H -1.3060 -1.6599 3.4275
H -2.3022 -2.6364 2.3693
H -3.0615 -1.6964 3.6300
C -4.1307 -1.7499 0.3390
H -4.8712 -2.1447 1.0556
H -3.4250 -2.5502 0.0761
H -4.6892 -1.4458 -0.5523
C -4.5325 1.2013 -0.6490
H -5.6030 1.1425 -0.4294
H -4.3286 0.5314 -1.4817
H -4.2977 2.2219 -0.9275
C -2.8285 3.1107 1.1594
H -3.8662 3.4594 1.1188
H -2.3486 3.4306 0.2218
H -2.3241 3.5895 2.0037
C 2.5667 0.0961 1.5880
C 2.3391 1.3361 2.0866
C 1.4815 2.4492 1.5062
C 1.2459 2.5728 -0.0215
C 0.2611 1.7788 -0.7273
C 0.3052 0.4030 -1.0666
C 1.3451 -0.6370 -0.7040
C 2.5774 -0.1610 0.1146
H 1.9626 3.4098 1.7779
H 2.2000 2.4546 -0.6064
H 0.4971 2.4313 2.0098
H 2.9440 0.8090 -0.3661
H 2.8707 -0.7317 2.2606
H 2.5620 1.5227 3.1341
H 3.3700 -0.8900 -0.0768
H 0.8357 -1.4885 -0.2312
H -0.1698 0.1884 -2.0463
H 1.7719 -1.0602 -1.6433
H 1.0020 3.6373 -0.1827
H -0.4600 2.3651 -1.3196
P 3.6823 1.7587 -1.7009
C 5.2186 1.0208 -1.1920
C 3.9661 3.5294 -1.6718
P 1.3047 1.3587 -3.5152
C 3.1485 1.0886 -3.2741
C 1.3384 3.1036 -4.1438
C 1.3691 0.4582 -5.1205
H 5.2116 -0.0542 -1.3711
H 5.3699 1.1929 -0.1232
H 6.0069 1.5047 -1.7682
H 4.9234 3.7178 -2.1722
H 4.0447 3.8606 -0.6328
H 3.1761 4.1161 -2.1472
H 2.2675 0.7138 -5.6925
H 0.4670 0.6728 -5.7018
H 1.3922 -0.6109 -4.8924
H 3.3466 -0.0037 -3.2789
H 3.7550 1.5487 -4.0729
H 0.5406 3.1977 -4.8873
H 2.2921 3.4151 -4.5980
H 1.0974 3.8032 -3.3340
Cl 0.9101 -3.8335 3.0919
C -0.4087 -4.7418 2.4854
C -0.9080 -5.8101 3.2087
C -1.9860 -6.5667 2.7046
C -2.5216 -6.2720 1.4379
C -1.9872 -5.2393 0.6729
C -0.9573 -4.3888 1.1913
C -0.6168 -3.2366 0.5115
H -0.4446 -6.0572 4.1634
H -2.3437 -7.4263 3.2654
H -3.3384 -6.8849 1.0503
H -2.3808 -5.0105 -0.3183
H -1.0375 -3.0458 -0.4664
H 0.0477 -2.5163 0.9651

Properties
spin multiplicity: 5
LUMO level (alpha / beta): -2.230 / -5.343 eV
total charge: +1
max |F|: 6.539 eV/A

***

This record from OMol25 describes an isolated molecule of C3H9N3O at a distorted geometry. The level of theory is ωB97M-V/def2-TZVPD.

Geometry (Å):
H 1.6705 3.3473 -0.0812
N 1.4046 2.3442 -0.1085
N 0.2491 2.1645 0.2122
N -0.3577 0.5996 -0.0719
C -1.7665 0.5581 0.2600
C 0.5324 -0.1065 0.7309
O -0.0036 -1.6015 0.3113
C 0.5693 -2.1109 -0.8699
H -2.2144 1.5038 -0.0677
H -2.2447 -0.2547 -0.2890
H -1.9473 0.4459 1.3328
H 1.5774 -0.0657 0.4251
H 0.3455 -0.0359 1.8042
H 0.6849 -1.3500 -1.6531
H -0.0604 -2.9080 -1.2801
H 1.5608 -2.5302 -0.6552

Properties
spin multiplicity: 1
LUMO level: 0.738 eV
max |F|: 5.362 eV/A

***

Number 1: total energy -40910.7934 eV. Number 2: total energy -33594.9041 eV. Number 3: total energy -86872.7630 eV. Number 4: total energy -86161.7799 eV. Number 5: total energy -65967.0232 eV. Number 6: total energy -9770.4335 eV.